This record from OMol25 describes 13 unconnected molecules or ions with the total composition C13H52N26O13 at a distorted geometry. The level of theory is wB97M-V/def2-TZVPD.

Bonds (Å) are listed after each position.
Geometry (Å):
1 C 2.60253 3.07883 -2.37700  O2 1.237, N3 1.345, N4 1.362
2 O 2.92515 4.25474 -2.58410  C1 1.237
3 N 2.36370 2.15111 -3.32039  C1 1.345, H5 1.007, H6 1.001
4 N 2.48555 2.58724 -1.11239  C1 1.362, H7 1.004, H8 1.002
5 H 2.11851 1.22102 -3.02190  N3 1.007
6 H 2.35847 2.30234 -4.30979  N3 1.001
7 H 2.87999 3.26994 -0.49050  N4 1.004
8 H 2.20760 1.63274 -0.98328  N4 1.002
9 C 0.55074 2.03331 5.44742  O10 1.233, N11 1.359, N12 1.362
10 O -0.00938 1.84342 6.52979  C9 1.233
11 N -0.05155 1.82279 4.24771  C9 1.359, H13 1.007, H14 1.016
12 N 1.79592 2.57584 5.34125  C9 1.362, H15 1.001, H16 1.005
13 H -0.78594 1.14337 4.13368  N11 1.007
14 H 0.03487 2.57452 3.56920  N11 1.016
15 H 2.38763 2.69786 6.13922  N12 1.001
16 H 2.10992 2.77839 4.40821  N12 1.005
17 C -0.08578 -1.96104 4.32590  O18 1.228, N19 1.368, N20 1.367
18 O -0.58724 -2.35033 3.27453  C17 1.228
19 N -0.63712 -2.14932 5.56395  C17 1.368, H21 1.003, H22 1.004
20 N 1.01163 -1.14672 4.28308  C17 1.367, H23 1.005, H24 1.002
21 H -1.37742 -2.82249 5.62864  N19 1.003
22 H -0.00055 -1.95191 6.31549  N19 1.004
23 H 1.35908 -0.76807 5.14637  N20 1.005
24 H 1.24620 -0.77291 3.38346  N20 1.002
25 C -0.89985 0.73886 -0.30033  O26 1.240, N27 1.346, N28 1.353
26 O -1.93127 1.03594 -0.92108  C25 1.240
27 N -0.75570 0.93987 1.02247  C25 1.346, H29 1.007, H30 1.007
28 N 0.25823 0.39298 -0.90782  C25 1.353, H31 1.007, H32 1.019
29 H 0.08214 0.65242 1.50199  N27 1.007
30 H -1.38608 1.46175 1.60938  N27 1.007
31 H 1.07024 0.06750 -0.40931  N28 1.007
32 H 0.15819 0.22311 -1.90751  N28 1.019
33 C -0.98002 0.81917 -4.39488  O34 1.239, N35 1.351, N36 1.360
34 O -0.20268 0.08902 -3.76450  C33 1.239
35 N -2.05356 1.42843 -3.84602  C33 1.351, H37 1.001, H38 1.019
36 N -0.75099 1.11336 -5.70270  C33 1.360, H39 1.002, H40 1.004
37 H -2.54545 2.14210 -4.34587  N35 1.001
38 H -2.17516 1.29402 -2.84366  N35 1.019
39 H 0.05955 0.77106 -6.18136  N36 1.002
40 H -1.20667 1.93908 -6.04734  N36 1.004
41 C 3.85198 -1.36009 -1.41947  O42 1.238, N43 1.342, N44 1.366
42 O 3.18438 -0.45507 -1.93622  C41 1.238
43 N 3.65596 -2.63812 -1.77812  C41 1.342, H45 1.002, H46 1.009
44 N 4.76511 -1.11822 -0.43264  C41 1.366, H47 1.002, H48 1.000
45 H 4.28826 -3.38226 -1.55136  N43 1.002
46 H 2.79627 -2.78888 -2.28523  N43 1.009
47 H 4.86935 -0.18707 -0.07635  N44 1.002
48 H 5.09048 -1.90020 0.09955  N44 1.000
49 C 0.92876 4.83980 1.65125  O50 1.234, N51 1.361, N52 1.364
50 O 0.78217 4.08685 2.61779  C49 1.234
51 N 1.54945 6.04810 1.73764  C49 1.361, H53 1.004, H54 1.002
52 N 0.68901 4.50428 0.35127  C49 1.364, H55 1.008, H56 1.007
53 H 1.89669 6.39225 2.61470  N51 1.004
54 H 1.81547 6.56389 0.92095  N51 1.002
55 H 0.34318 3.59584 0.08559  N52 1.008
56 H 1.29651 4.90419 -0.34550  N52 1.007
57 C -5.76387 0.14062 -1.71582  O58 1.228, N59 1.365, N60 1.361
58 O -5.86415 -0.27392 -0.56466  C57 1.228
59 N -5.19444 1.35234 -1.98364  C57 1.365, H61 1.005, H62 1.000
60 N -6.38717 -0.40240 -2.79709  C57 1.361, H63 1.003, H64 1.001
61 H -4.80488 1.82746 -1.18854  N59 1.005
62 H -5.12590 1.68769 -2.92346  N59 1.000
63 H -6.14514 -0.05919 -3.70781  N60 1.003
64 H -6.98944 -1.19782 -2.71533  N60 1.001
65 C 0.55659 -3.76898 -3.58127  O66 1.225, N67 1.369, N68 1.367
66 O 0.46289 -3.94042 -4.79095  C65 1.225
67 N 0.67321 -4.77944 -2.66433  C65 1.369, H69 1.004, H70 1.006
68 N 0.79063 -2.53810 -3.03567  C65 1.367, H71 1.008, H72 1.011
69 H 0.84663 -4.61568 -1.68922  N67 1.004
70 H 0.88143 -5.68630 -3.04676  N67 1.006
71 H 0.51327 -2.42042 -2.07414  N68 1.008
72 H 0.75102 -1.75044 -3.66898  N68 1.011
73 C 3.01969 0.66612 2.15623  O74 1.226, N75 1.362, N76 1.389
74 O 2.25834 0.18903 1.32219  C73 1.226
75 N 3.90264 -0.04526 2.91027  C73 1.362, H77 1.009, H78 1.001
76 N 2.99507 1.99700 2.55415  C73 1.389, H79 1.011, H80 1.016
77 H 3.76358 -1.04431 2.88928  N75 1.009
78 H 4.39012 0.39476 3.66543  N75 1.001
79 H 3.91691 2.41256 2.55467  N76 1.011
80 H 2.31618 2.54688 2.03547  N76 1.016
81 C 2.13278 -4.29969 1.17135  O82 1.211, N83 1.397, N84 1.374
82 O 1.61839 -5.26618 1.68917  C81 1.211
83 N 3.49862 -4.22177 0.88965  C81 1.397, H85 0.994, H86 1.005
84 N 1.49980 -3.11126 0.89784  C81 1.374, H87 0.999, H88 1.010
85 H 3.89636 -3.32980 0.70638  N83 0.994
86 H 4.11394 -4.93408 1.24085  N83 1.005
87 H 2.01712 -2.40425 0.41679  N84 0.999
88 H 0.59236 -2.94703 1.31065  N84 1.010
89 C -3.80003 0.52322 2.89034  O90 1.234, N91 1.371, N92 1.351
90 O -2.63192 0.61668 3.27636  C89 1.234
91 N -4.12551 0.40842 1.56400  C89 1.371, H93 1.006, H94 1.006
92 N -4.86658 0.42206 3.71372  C89 1.351, H95 0.998, H96 1.010
93 H -3.34865 0.54485 0.93993  N91 1.006
94 H -5.05847 0.16666 1.27606  N91 1.006
95 H -5.82215 0.34594 3.43612  N92 0.998
96 H -4.56020 0.54785 4.66770  N92 1.010
97 C -3.59825 -2.22904 -4.06322  O98 1.233, N99 1.352, N100 1.364
98 O -4.24906 -1.47938 -4.79452  C97 1.233
99 N -3.38490 -3.52823 -4.37177  C97 1.352, H101 1.002, H102 1.004
100 N -2.99954 -1.74767 -2.93641  C97 1.364, H103 1.001, H104 1.008
101 H -3.96233 -3.99041 -5.04720  N99 1.002
102 H -2.76730 -4.09920 -3.82351  N99 1.004
103 H -2.24534 -2.18483 -2.44481  N100 1.001
104 H -3.15883 -0.75330 -2.89936  N100 1.008

For the relative energy (zero: lowest compared OMol25 entry of this formula, charge and spin), the calculation gives 43.5 kcal/mol. Its gap between HOMO and LUMO is 8.6 eV. The calculation puts the total energy at -2928.9031 Ha. As for the HOMO energy: -0.3229 Ha.

These are the Mulliken partial charges, in e, on atoms 1 to 6: 0.491, -0.771, -0.062, -0.021, 0.036, 0.208